1.
This record from OMol25 describes 15 unconnected molecules or ions with the total composition C31H96N18O15 at a distorted geometry. The level of theory is wB97M-V/def2-TZVPD.

The charge is +1. As for the frontier orbital gap (spin up / spin down): 7.4 / 1.7 eV. Its spin multiplicity is 2.

CARTESIAN COORDINATES (ANGSTROEM)
O: 2.0972 -5.8155 2.2280
O: -0.2246 0.2040 5.8104
O: -3.1239 -3.8342 1.1606
O: 2.8628 0.4795 4.5599
O: 4.2233 -4.9071 -1.3267
O: 6.4127 1.3423 4.2683
O: 0.2295 -1.5670 -6.1961
O: -3.0081 -2.8593 -1.2957
O: -0.4641 6.0178 -0.1242
O: -0.0413 -0.7642 0.1791
O: 4.3207 1.2057 -2.4174
O: -0.2887 -5.0012 -2.9109
O: -5.2673 1.2646 -2.8530
O: -0.9202 3.8502 2.5673
O: 4.4809 4.6650 1.5984
N: 4.6838 2.1848 3.2011
N: 2.0400 -5.2906 -0.9065
N: 2.5700 -4.3178 -2.7703
N: -1.0940 -7.0386 -2.7209
N: 2.4640 5.1491 0.8683
N: -2.5556 0.6728 -4.2000
N: 4.2653 0.9894 6.1502
N: 3.7767 6.7491 1.5914
N: -2.3590 -5.3612 -2.1761
N: -2.0515 -0.7509 2.7184
N: 1.6410 2.0288 1.8073
N: -4.1063 -1.5590 -2.6373
N: 4.5574 0.4015 -0.3523
N: 2.2912 0.3703 6.6570
N: 3.5995 2.3395 -0.6703
N: 6.6435 2.7799 2.5330
N: -2.2875 -1.2307 -8.9556
N: -3.9569 -0.8732 -0.6412
C: 0.3083 -1.9240 -0.5338
C: -0.1773 -0.0017 -8.6255
C: -1.9686 6.6406 -1.8937
C: -1.5112 -0.9111 3.9898
C: 3.1181 0.6614 5.7290
C: 1.0602 -0.1981 0.8242
C: -1.3028 5.5203 -1.1241
C: -0.7929 3.8339 3.9710
C: -4.5589 2.1701 -3.6298
C: -1.0177 0.2497 6.9613
C: -0.4884 -2.0674 3.8849
C: 3.6013 5.4780 1.4076
C: 0.2672 -2.0480 -4.7912
C: 3.0038 -4.8092 -1.6192
C: -6.7568 1.2700 -3.0957
C: -2.0936 3.0228 -3.9486
C: -0.9617 -1.9253 -6.9227
C: -0.6466 5.2899 4.4506
C: -3.6635 -1.8225 -1.4543
C: 0.6113 1.2749 1.1378
C: -1.1797 -5.7137 -2.6187
C: 3.3098 -3.8429 2.6430
C: 5.9194 2.0811 3.3928
C: -0.9583 -1.3254 -8.3797
C: 4.2138 1.3689 -1.2297
C: -2.2163 -4.8560 1.5006
C: -0.9146 0.3833 4.5857
C: 0.1831 2.0318 -0.0848
C: -2.4041 -5.2634 2.9610
C: -2.9885 1.8507 -3.4582
C: 1.9795 -4.4482 2.4142
H: -1.5564 0.5341 -4.1513
H: -1.7564 3.4961 2.2557
H: -0.7403 4.8042 -1.7233
H: -7.0012 1.5688 -4.1151
H: -0.2440 1.2032 1.8096
H: 0.0424 3.1818 4.2262
H: 1.1798 -4.8144 -1.1375
H: -0.1547 3.0435 0.1397
H: -1.6730 2.9570 -4.9521
H: 1.6035 -4.5010 -2.9995
H: 5.0356 1.0820 5.5034
H: 2.2044 -5.6501 0.0229
H: -3.0096 -0.1849 -3.9201
H: -2.7043 -2.1507 -8.9658
H: -1.9188 -7.5949 -2.5465
H: -1.7152 -0.5793 7.0816
H: -1.6015 5.8132 4.4019
H: -0.2368 -7.3022 -3.1856
H: -0.7085 1.6572 -0.5876
H: -2.3052 7.3568 -1.1441
H: -1.8202 -1.4215 -6.4784
H: -4.0651 -2.2156 -3.4036
H: 1.2222 2.8230 2.2699
H: 4.4001 0.5435 0.6353
H: 3.1818 -2.8484 3.0704
H: 1.7712 -6.2704 3.0080
H: 3.2429 -4.0295 -3.4661
H: -1.6592 1.1645 4.7387
H: -0.4569 -2.0994 -8.9607
H: 1.9753 1.4811 2.5872
H: 4.3774 1.0819 7.1497
H: -0.1702 0.8384 3.9324
H: 0.1692 5.8171 3.9560
H: 2.1940 4.1768 0.8255
H: 4.0223 -4.4135 3.2387
H: -2.3776 -1.2845 4.5357
H: -0.7384 -2.7904 3.1085
H: -7.2293 0.3216 -2.8396
H: 1.8934 -0.1366 0.1241
H: -2.4309 -1.6529 2.4681
H: -0.7644 5.8286 0.7678
H: -1.2971 -0.5649 2.0731
H: -4.8828 2.1566 -4.6705
H: 3.2296 3.0014 -1.3376
H: 0.8942 -0.0273 -8.4271
H: 7.6503 2.8014 2.6110
H: -1.3057 3.0913 -3.1986
H: 1.0116 -1.7484 -1.3479
H: -1.6412 1.1416 7.0230
H: -0.5978 -2.3722 -0.9415
H: 6.1071 3.4753 2.0342
H: 1.4704 -4.3673 3.3747
H: -2.0320 4.9127 -0.5881
H: -4.5832 -0.1180 -0.8810
H: -3.0812 -6.0552 -2.0459
H: 1.4196 -3.9200 1.6424
H: -1.3981 7.1272 -2.6848
H: -3.1841 -0.5604 -0.0711
H: -2.8734 1.6763 -2.3884
H: 2.6012 0.5341 7.6042
H: -1.6398 -5.9869 3.2449
H: -1.2493 -2.9760 -6.9607
H: 1.3879 -0.6721 1.7494
H: 4.0303 1.6294 3.7345
H: 3.6065 2.5011 0.3266
H: 1.1791 -1.8306 -4.2352
H: 2.9079 7.2568 1.5041
H: -4.5917 -0.6733 -2.6368
H: -2.6371 3.9675 -3.9586
H: -0.3366 5.2807 5.4955
H: 0.0212 -3.1087 -4.7405
H: -1.1755 -4.5474 1.4032
H: -2.9190 -3.5957 0.2536
H: -2.2637 -4.4636 3.6881
H: -7.1973 2.0598 -2.4872
H: -4.6735 3.1427 -3.1513
H: -2.2499 -5.7629 0.8968
H: -0.4759 0.8242 -7.9798
H: -3.3975 -5.6699 3.1507
H: -2.1820 -1.0776 -9.9483
H: 4.6695 7.1168 1.8877
H: -2.8009 6.1854 -2.4306
H: -2.5491 -4.3843 -2.0041
H: 1.3739 0.0795 6.3502
H: -0.4557 -1.4315 -4.2569
H: -0.4213 -2.4832 4.8903
H: 0.8169 -2.6364 0.1158
H: 0.5033 -1.7166 3.5993
H: 1.7927 5.9021 0.8193
H: 0.8836 2.0075 -0.9195
H: -1.6470 3.2786 4.3587
H: 4.8595 -0.5185 -0.6393
H: 4.3936 3.0713 2.8136
H: -0.2781 0.2743 -9.6752
H: -0.3902 0.2256 7.8523
H: 3.7349 -3.7808 1.6413


2.
This record from OMol25 describes a molecular structure, C32H16IrN8Se3Te at a distorted geometry. The level of theory is wB97M-V/def2-TZVPD.

The charge is 0. As for the frontier orbital gap (spin up / spin down): 4.9 / 4.9 eV. Its spin multiplicity is 2.

CARTESIAN COORDINATES (ANGSTROEM)
Ir: 0.0749 0.0736 -0.0185
Te: -0.2103 0.1691 -3.8351
Se: 0.5291 1.5176 -1.9281
Se: -3.0647 2.0316 -2.0139
Se: -2.7303 0.5132 -3.5940
N: -0.8233 -1.4661 -0.8973
N: -1.6610 0.7338 0.6345
N: 3.2557 0.9491 0.5074
N: 1.8325 -0.7003 -0.4979
N: -0.9227 2.6301 1.9039
N: 1.1082 -2.6344 -1.7147
N: -3.0983 -0.9682 -0.3222
N: 0.9865 1.5311 0.9782
C: -3.5251 -4.2051 -3.4430
C: -5.7957 1.0344 2.6639
C: 2.4073 5.5426 2.7662
C: 3.7438 3.8043 1.7330
C: 3.4267 -2.2882 -0.9847
C: -2.1779 -1.6105 -1.0117
C: 2.3253 1.7724 0.9258
C: -2.2858 -4.6909 -3.8528
C: -5.1433 0.2853 1.6873
C: -3.8422 2.4300 3.0036
C: -3.1977 1.6799 2.0424
C: -3.6245 -3.1969 -2.4903
C: 4.1199 -3.4254 -1.3429
C: 3.0163 -0.2340 -0.0516
C: 0.3439 2.5665 1.5947
C: -2.4493 -2.6872 -1.9799
C: -3.8393 0.6252 1.3928
C: -1.2086 -3.1685 -2.3934
C: -5.1581 2.0873 3.3093
C: 2.5832 3.0944 1.5358
C: -1.8232 1.7134 1.5335
C: -2.8526 0.0308 0.4949
C: 3.6372 5.0474 2.3600
C: 5.4007 -1.2694 -0.0285
C: 1.3480 3.5890 1.9518
C: -1.1043 -4.1808 -3.3260
C: -0.1993 -2.3900 -1.6746
C: 6.1078 -2.4144 -0.3929
C: 5.4793 -3.4725 -1.0368
C: 1.2341 4.8113 2.5691
C: 4.0566 -1.2275 -0.3354
C: 2.0108 -1.9256 -1.0914
H: -0.1358 -4.5600 -3.6266
H: -2.2457 -5.4746 -4.5986
H: 6.0574 -4.3491 -1.3015
H: 4.5277 5.6401 2.5287
H: 3.6178 -4.2501 -1.8316
H: 5.8787 -0.4444 0.4852
H: -5.6291 -0.5402 1.1822
H: -3.3342 3.2440 3.5059
H: 2.3589 6.5136 3.2419
H: -5.6922 2.6418 4.0712
H: -6.8169 0.7917 2.9309
H: 0.2681 5.1885 2.8806
H: 4.6989 3.4083 1.4104
H: -4.5832 -2.8104 -2.1662
H: -4.4250 -4.6205 -3.8783
H: 7.1643 -2.4864 -0.1645


3.
This record from OMol25 describes a molecular structure, C32H19BrN7OPbS3. The level of theory is wB97M-V/def2-TZVPD.

The charge is +1. As for the frontier orbital gap: 6.3 eV.

CARTESIAN COORDINATES (ANGSTROEM)
Pb: -0.4025 -0.3061 1.8075
Br: 5.1511 3.9608 5.0688
S: -3.1693 1.6629 -0.1674
S: 1.2939 0.8591 -0.0733
S: -1.4893 2.7641 0.5013
O: 0.0678 1.2915 3.2856
N: -0.5408 -1.4137 -1.6023
N: 0.0614 -2.9133 1.7759
N: 1.9489 2.3982 -3.2724
N: -1.1930 4.5425 -2.7409
N: 1.8386 -0.9465 2.4138
N: -2.5135 0.2993 -0.7776
N: -2.6659 0.9997 -3.0243
C: 0.7944 -5.5260 1.2146
C: -4.5682 4.0743 -3.6915
C: 3.1794 -4.8476 1.3519
C: 2.4554 1.1818 3.5069
C: 2.3370 -2.2273 2.0197
C: -4.8890 4.4937 -2.4011
C: -3.8517 2.9139 -3.9056
C: -0.5219 -5.1731 1.2632
C: 1.3784 -3.2481 1.7546
C: 1.1844 3.1078 4.2377
C: 2.3340 3.7272 4.6412
C: -1.4649 -1.0226 -2.4761
C: -0.8418 -3.8288 1.5333
C: 1.1960 1.8214 3.6414
C: 0.5954 2.0176 -1.0852
C: -0.5358 2.8020 -0.9466
C: 3.6303 1.8384 3.9603
C: 4.0834 -3.8448 1.5343
C: 3.5783 3.0868 4.4974
C: -0.8733 -2.7058 -4.0474
C: 1.3530 2.2295 -2.3051
C: -0.8742 3.7739 -1.9452
C: -3.7489 2.5804 -1.5393
C: -4.4807 3.7426 -1.3190
C: -2.2563 0.1730 -2.0479
C: 1.7986 -4.5573 1.4458
C: 0.2413 -2.4265 -1.9575
C: 2.6607 -0.1400 3.0143
C: -3.4299 2.1582 -2.8209
C: 0.1168 -3.0999 -3.1671
C: -1.6864 -1.6364 -3.6998
C: 3.6633 -2.5368 1.8579
H: -4.8781 4.6669 -4.5409
H: -5.4422 5.4085 -2.2459
H: -1.0161 -3.2199 -4.9881
H: 4.4253 -1.7783 1.9653
H: 4.5828 1.3316 3.8654
H: 5.1423 -4.0399 1.4330
H: -1.8774 -3.5023 1.5445
H: -2.4852 -1.3171 -4.3569
H: 3.6694 -0.5050 3.1986
H: 3.4972 -5.8552 1.1181
H: -2.3516 0.8102 -3.9636
H: -3.5932 2.6039 -4.9105
H: -1.3099 -5.8911 1.0860
H: 1.0047 -2.7125 -1.2440
H: 2.2934 4.7135 5.0843
H: 0.2212 3.5852 4.3612
H: 1.0891 -6.5446 0.9928
H: 0.7844 -3.9161 -3.4050
H: -4.7008 4.0620 -0.3079


4.
This record from OMol25 describes a molecular structure, C32H19Cl3F5N3O4S3ScSe. The level of theory is wB97M-V/def2-TZVPD.

The charge is -1. As for the frontier orbital gap: 6.0 eV. The value obtained for the energy relative to the best compared isomer or geometry (same formula, charge and spin) is 0.0 kcal per mole.

CARTESIAN COORDINATES (ANGSTROEM)
Se: -1.8467 -1.5078 1.6423
Sc: -0.1587 0.0464 -0.0266
Cl: 2.1513 -3.3640 -2.8403
Cl: 2.9524 -4.9255 -0.5651
Cl: 0.1553 -4.6804 -1.1791
S: 2.5465 3.1190 -2.4267
S: -0.1350 2.1896 -1.5027
S: 2.2270 0.8971 -0.4453
F: -1.8504 -4.2259 3.2080
F: 3.0029 -1.8234 3.5516
F: 2.5584 -4.2091 4.7968
F: 1.0578 -0.6691 2.1167
F: 0.1195 -5.3903 4.5989
O: -1.5915 3.0379 3.0338
O: -3.8512 -0.8281 -2.4028
O: 2.4320 -2.3918 0.5770
O: 0.6422 -1.7641 -0.6396
N: -1.7130 -0.6724 -1.7215
N: -0.2939 1.6988 1.7726
N: -2.3323 1.1026 0.1504
C: -0.6449 -2.6516 -4.7529
C: -2.5736 2.0066 1.0923
C: 3.8278 4.6459 1.4590
C: 0.6065 2.1753 2.8409
C: 1.5546 3.8925 1.2463
C: -0.6642 -3.6061 3.2639
C: 1.8117 -2.4124 3.4605
C: -3.7991 2.6374 1.2308
C: 0.1412 -0.5471 -3.9054
C: 0.3425 -4.2199 3.9864
C: 1.6117 -2.5288 -0.3018
C: -2.9090 -0.2610 -1.6419
C: -3.1629 -1.8502 -3.1702
C: -0.3513 2.9432 3.7797
C: -1.4248 2.2379 1.9728
C: 0.2706 -2.5837 -5.7888
C: 1.7348 3.0353 2.3244
C: -0.7098 -1.6359 -3.8018
C: -4.8094 2.3018 0.3432
C: 1.6134 2.1051 -1.5176
C: 1.7252 -3.8223 -1.1927
C: -4.5693 1.3516 -0.6354
C: -3.3073 0.7804 -0.6900
C: 4.0077 3.7998 2.5427
C: 1.0753 -0.4894 -4.9337
C: 0.7868 -1.8355 2.7404
C: 1.1439 -1.5048 -5.8740
C: -0.4769 -2.3914 2.6175
C: 2.6023 4.6876 0.8097
C: 1.5859 -3.6221 4.0902
C: -1.6984 -1.7879 -2.6753
C: 2.9636 2.9932 2.9704
H: -0.5686 2.4046 4.7016
H: -1.2939 -3.5182 -4.6674
H: 1.7515 0.3556 -4.9717
H: 3.1145 2.3020 3.7931
H: 1.0277 1.3078 3.3452
H: -1.4358 -2.6778 -2.1027
H: 1.8793 -1.4641 -6.6680
H: -5.7806 2.7721 0.4198
H: 4.6493 5.2540 1.1011
H: 0.3224 -3.3854 -6.5155
H: 4.9686 3.7468 3.0395
H: 2.4699 5.3073 -0.0673
H: -5.3291 1.0449 -1.3396
H: -3.9449 3.3610 2.0197
H: -3.6558 -2.7980 -2.9655
H: 0.0983 0.2577 -3.1824
H: -3.2553 -1.5958 -4.2244
H: 0.6193 3.8896 0.6991
H: -0.0141 3.9527 3.9979


5.
This record from OMol25 describes a molecular structure, C32H21BrF5N3O4RuS4. The level of theory is wB97M-V/def2-TZVPD.

The charge is -1. As for the frontier orbital gap (spin up / spin down): 7.0 / 6.8 eV. The value obtained for the energy relative to the best compared isomer or geometry (same formula, charge and spin) is 17.2 kcal per mole. Its spin multiplicity is 2.

CARTESIAN COORDINATES (ANGSTROEM)
Ru: -0.4141 0.5332 0.7996
Br: -0.4242 -3.0588 2.4215
S: -0.1225 -2.0931 -3.5518
S: -1.5784 2.1658 1.8957
S: 3.5101 -0.3367 -0.3250
S: -1.1614 1.9677 -0.8179
F: -4.3905 -1.8504 3.5616
F: -4.9574 -1.8973 -1.1097
F: -5.8580 -2.5733 1.3731
F: -2.6965 -0.5748 -1.4236
F: -2.1158 -0.5227 3.2841
O: 3.1943 1.9012 2.1749
O: 0.1816 -1.0597 -2.5312
O: 2.0740 -0.7089 -0.0955
O: 1.1918 1.8232 1.1734
N: -2.3017 5.3649 -2.0986
N: -3.0259 5.6874 2.2641
N: 0.7241 -0.5352 2.4983
C: 4.6951 1.9393 -1.2953
C: 3.2887 -1.4989 -2.9161
C: -0.7237 -3.5513 -2.6923
C: -1.7338 3.0254 0.4157
C: -1.6956 -5.8002 -1.4287
C: -2.6643 5.0690 1.3604
C: 0.5275 -1.6297 3.2159
C: 2.3862 2.8340 -2.5618
C: 4.7081 3.1351 -1.9943
C: -0.5321 -3.6924 -1.3285
C: 1.0545 -1.8406 4.4787
C: -2.2161 4.3062 0.2476
C: 2.2342 0.2086 4.2025
C: 2.4734 -2.7868 -2.8743
C: 1.6362 0.3372 2.9630
C: -2.2303 -0.5181 0.9110
C: 3.5260 1.1938 -1.2564
C: -1.4147 -4.5034 -3.4286
C: 1.4649 -2.8678 -4.0118
C: -3.0448 -0.8674 -0.1552
C: -4.7057 -1.9030 1.2269
C: -1.0191 -4.8314 -0.7011
C: 2.0605 1.4632 2.0319
C: 3.5526 3.5811 -2.6259
C: -2.7688 -0.8598 2.1447
C: -2.2628 4.8928 -1.0471
C: 1.8978 -0.8733 4.9960
C: -3.9575 -1.5374 2.3295
C: -1.8973 -5.6370 -2.7935
C: -4.2422 -1.5587 -0.0253
C: 4.1805 -1.3481 -1.6955
C: 2.3701 1.6293 -1.8733
H: 3.5585 4.5265 -3.1535
H: 0.8141 -2.7450 5.0162
H: -2.4464 -6.3806 -3.3567
H: -1.5892 -4.3474 -4.4875
H: 3.9035 -1.4970 -3.8214
H: 1.2223 -3.8912 -4.2960
H: 3.1513 -3.6432 -2.9346
H: -0.0364 -2.9040 -0.7726
H: 1.4752 3.1907 -3.0254
H: 5.5746 1.6058 -0.7561
H: 2.9585 0.9532 4.4976
H: 2.3166 -0.9890 5.9874
H: 4.4032 -2.3217 -1.2495
H: 2.6151 -0.6435 -2.9907
H: -2.0858 -6.6758 -0.9260
H: 1.9540 -2.8522 -1.9164
H: 1.4660 1.0457 -1.7977
H: 5.6098 3.7337 -2.0235
H: 5.1269 -0.8513 -1.9182
H: 1.8273 -2.3452 -4.9008
H: -0.8856 -4.9584 0.3658


6.
This record from OMol25 describes a molecular structure, C32H21Cl5O5PdS at a distorted geometry. The level of theory is wB97M-V/def2-TZVPD.

The charge is -2. As for the frontier orbital gap: 5.7 eV. The value obtained for the energy relative to the best compared isomer or geometry (same formula, charge and spin) is 13.1 kcal per mole.

CARTESIAN COORDINATES (ANGSTROEM)
Pd: -0.2574 -0.0752 1.0051
Cl: 2.1450 -0.3731 0.7064
Cl: 1.6334 -5.7926 0.8362
Cl: 4.5582 -6.0644 -0.2450
Cl: 6.2716 -3.5094 -0.7926
Cl: 5.0498 -0.6958 -0.2333
S: -3.0296 -0.7340 0.3992
O: -2.5998 3.6208 -0.1776
O: -2.0592 -1.4582 -0.4438
O: 0.7778 -3.0345 1.1965
O: -1.8067 1.5286 -0.5324
O: 0.6193 2.1137 -0.2032
C: -5.0705 -1.8807 1.9669
C: -1.7404 2.7389 -0.3068
C: -1.1760 0.9027 4.2920
C: 4.0782 -2.1093 0.0275
C: -3.2535 -3.3299 1.3354
C: 4.6460 -3.3650 -0.2092
C: 2.5765 -4.3785 0.4998
C: 0.3979 5.2464 3.6615
C: -2.1415 1.6293 3.5799
C: 2.7781 -1.9682 0.4674
C: 3.8692 -4.4968 0.0340
C: 1.0945 3.7863 -2.2648
C: 0.6791 5.7242 -3.6314
C: 0.0919 4.1517 -1.3615
C: -2.6439 1.1341 2.3955
C: -0.6493 5.2980 -1.6630
C: -0.7472 5.1063 1.5442
C: 0.8372 3.4286 2.1431
C: 1.9287 -3.1130 0.7545
C: -0.0314 3.9604 1.1861
C: -3.8636 -2.0831 1.3131
C: -3.8367 -4.3677 2.0476
C: -1.2953 -0.9059 2.6610
C: -0.7630 -0.3361 3.8406
C: -0.3512 6.0754 -2.7710
C: -0.1849 3.2753 -0.1542
C: -0.5286 5.7431 2.7552
C: -5.6586 -2.9235 2.6687
C: -5.0406 -4.1670 2.7126
C: -2.2049 -0.1125 1.9007
C: 1.0574 4.0671 3.3548
C: 1.3880 4.5610 -3.3770
H: -1.1942 -1.9701 2.4893
H: 0.5814 5.7557 4.6005
H: 1.3252 2.4781 1.9708
H: 1.7476 3.6312 4.0678
H: -0.0540 -0.9135 4.4237
H: -6.6041 -2.7693 3.1764
H: -5.5419 -0.9039 1.9321
H: -2.3170 -3.4562 0.7994
H: -2.4849 2.5870 3.9536
H: -0.7500 1.3180 5.1990
H: 0.9089 6.3355 -4.4965
H: -5.4981 -4.9811 3.2638
H: -0.9427 6.9621 -2.9708
H: 2.1736 4.2460 -4.0547
H: -3.3486 -5.3345 2.0803
H: -3.3681 1.7041 1.8232
H: 1.6391 2.8657 -2.1120
H: 1.5415 2.3604 -0.0547
H: -1.5257 5.4684 0.8945
H: -1.0971 6.6341 2.9983
H: -1.5051 5.5523 -1.0604